The following is a quantum chemistry calculation of a structure of composition C55H81Ge2NaO2P3Si2Te in a non-equilibrium geometry, from the Open Molecules 2025 dataset.

Structure (XYZ):
```
147
Properties=species:S:1:pos:R:3:forces:R:3
Na 0.61874 0.77438 0.91976 -1.5 -1.6 0.6
O 2.24822 0.15135 -0.01285 1.4 -0.1 -0.8
P 3.50677 0.99803 -0.12165 -0.3 -0.2 0.1
C 3.05665 2.75268 -0.45394 0.0 0.0 -0.1
P 1.87869 3.50084 0.71694 0.1 -0.3 -0.2
O 0.60536 2.70887 0.82562 0.5 2.1 0.0
C 2.67896 3.71660 2.31167 -0.3 0.1 0.1
C 2.60743 2.68877 3.25000 0.3 0.0 0.1
C 3.18530 2.84649 4.50074 0.0 -0.2 -0.2
C 3.81086 4.04095 4.82739 0.1 0.0 0.2
C 3.85685 5.07743 3.91641 -0.1 0.1 -0.3
C 3.28370 4.91575 2.65680 0.3 0.2 0.1
C 1.54844 5.14710 0.06393 -0.2 -0.1 0.1
C 2.49796 5.92140 -0.58480 0.2 0.3 -0.2
C 2.16168 7.18338 -1.06337 0.1 -0.1 0.0
C 0.87466 7.66994 -0.88769 0.0 0.1 -0.1
C -0.07874 6.90012 -0.24208 -0.1 -0.3 0.2
C 0.25646 5.63546 0.23395 -0.2 0.2 -0.1
C 4.40009 0.49978 -1.62988 -0.4 0.0 -0.2
C 5.78278 0.58907 -1.68506 0.3 0.0 -0.1
C 6.47000 0.11448 -2.80053 0.0 0.1 0.2
C 5.77707 -0.46293 -3.85546 0.1 0.0 0.0
C 4.39409 -0.56285 -3.80482 -0.2 0.1 0.2
C 3.70903 -0.07531 -2.69469 0.0 -0.1 -0.2
C 4.53151 0.96444 1.22527 0.6 0.1 0.8
C 4.54938 -0.22479 2.06506 0.1 0.4 -0.2
C 5.41943 -0.32387 3.11312 0.4 0.4 0.1
C 6.36881 0.71396 3.40503 -0.4 -0.1 -0.3
C 6.40008 1.85240 2.56145 -0.1 -0.3 0.3
C 5.53904 1.99594 1.50319 -0.4 -0.4 0.0
H 2.57053 2.76447 -1.43282 0.0 0.1 -0.1
H 3.96487 3.35850 -0.52037 0.0 -0.1 0.0
H 2.13496 1.74848 3.00356 0.0 -0.1 -0.1
H 3.17198 2.02501 5.20803 0.0 0.0 0.0
H 4.26462 4.16063 5.80417 0.0 0.0 0.0
H 4.33777 6.01208 4.17789 0.0 0.0 0.0
H 3.31532 5.73124 1.94191 0.0 0.0 0.1
H 3.50535 5.54730 -0.72640 0.0 0.0 0.0
H 2.90361 7.78141 -1.57900 0.0 0.0 0.0
H 0.61494 8.65493 -1.25819 0.0 -0.1 0.0
H -1.08567 7.28041 -0.11237 0.1 0.0 0.0
H -0.48043 5.00915 0.72600 0.0 0.0 0.0
H 6.32518 0.99950 -0.83809 0.0 0.0 -0.1
H 7.55183 0.17749 -2.83377 -0.1 0.0 0.0
H 6.31681 -0.84252 -4.71640 0.0 0.0 0.1
H 3.85287 -1.02512 -4.62347 0.0 0.0 0.1
H 2.62764 -0.15705 -2.63504 0.1 0.0 0.0
H 3.87287 -1.04483 1.84553 0.0 0.1 0.0
H 5.40487 -1.22654 3.72113 0.0 0.1 0.0
H 7.05745 0.62138 4.23611 -0.1 0.0 -0.1
H 7.12541 2.63917 2.75549 -0.1 -0.1 0.0
H 5.60216 2.89345 0.89058 0.0 -0.1 0.0
C -5.36039 1.94287 2.08991 -0.2 -0.3 0.1
Si -4.39219 3.35085 1.36743 0.1 0.0 0.0
C -2.94961 3.77693 2.46493 0.3 0.1 0.2
C -5.50700 4.82024 1.14757 -0.2 0.3 0.0
C -3.69088 2.85918 -0.29111 0.1 0.1 -0.3
Te -2.47674 1.11538 -0.12282 0.0 -0.2 -0.2
C -2.47683 0.67992 -2.22514 0.2 0.0 0.0
Si -3.88907 -0.43537 -2.74158 0.0 0.0 0.1
C -5.52120 0.19778 -2.11114 -0.3 0.2 0.1
C -3.95749 -0.52805 -4.59678 0.0 0.0 -0.4
C -3.59201 -2.12428 -2.02210 0.1 -0.3 0.1
H -5.75967 2.21692 3.07409 0.0 -0.1 -0.1
H -4.73996 1.04646 2.20773 -0.1 0.1 0.0
H -6.20668 1.68098 1.44244 0.1 0.0 0.1
H -3.23657 3.81374 3.52236 0.1 0.0 -0.1
H -2.52844 4.75467 2.19606 0.0 -0.2 0.1
H -2.14766 3.03444 2.34776 -0.1 0.1 0.1
H -5.92741 5.13978 2.10914 0.0 0.0 -0.1
H -6.34056 4.57653 0.47827 0.1 0.1 0.1
H -4.96337 5.67017 0.71698 -0.1 -0.1 0.1
H -3.07354 3.66384 -0.70392 -0.1 -0.1 0.0
H -4.48053 2.61649 -1.00795 0.0 0.0 0.1
H -1.51961 0.18568 -2.43016 -0.1 0.1 0.0
H -2.46101 1.64807 -2.73378 0.0 -0.1 0.0
H -5.79970 1.15664 -2.56685 0.0 -0.1 0.1
H -5.49891 0.32216 -1.02203 0.0 0.0 -0.1
H -6.30735 -0.52668 -2.35359 0.1 0.1 0.0
H -4.17060 0.45772 -5.02835 0.0 -0.1 0.0
H -4.75063 -1.21525 -4.91597 0.1 0.1 0.0
H -3.00968 -0.88564 -5.01808 -0.2 0.0 0.0
H -3.49875 -2.05238 -0.93214 0.0 -0.1 -0.1
H -2.67808 -2.58675 -2.41909 -0.1 0.0 0.1
H -4.43100 -2.79685 -2.24098 0.1 0.1 0.0
C -0.61016 -5.02509 3.14511 0.0 0.0 0.2
Ge -0.76068 -5.28687 1.21005 0.1 0.1 -0.1
C -2.65264 -5.20448 0.72953 -0.2 0.0 -0.1
C -0.09400 -7.10345 0.92504 0.1 -0.2 -0.1
Ge 0.43258 -3.69764 -0.19462 -0.1 -0.1 0.0
C 0.09229 -4.13710 -2.07342 0.0 -0.1 -0.3
C 0.39749 -3.19084 -3.06198 -0.1 -0.1 0.0
C 0.13225 -3.44342 -4.40382 0.0 0.0 0.1
C -0.45083 -4.64807 -4.78196 0.0 0.0 0.0
C -0.76743 -5.59393 -3.81616 0.0 0.1 0.1
C -0.49812 -5.33843 -2.47441 0.1 0.1 -0.1
C 2.34710 -3.67343 0.14514 0.3 -0.1 0.1
C 3.21741 -3.06308 -0.76167 0.0 0.0 0.1
C 4.58413 -3.01318 -0.51971 0.0 0.0 0.0
C 5.10331 -3.57636 0.64135 -0.1 0.0 0.0
C 4.25511 -4.20481 1.54610 0.0 0.0 -0.1
C 2.88618 -4.25610 1.29612 0.1 0.1 -0.1
H -1.02728 -5.91926 3.62100 0.0 0.1 0.0
H -1.16393 -4.15569 3.50243 0.0 0.0 0.0
H 0.43250 -4.92597 3.45404 -0.1 0.0 0.0
H -3.25575 -5.70318 1.49328 0.0 0.0 -0.1
H -2.82273 -5.69801 -0.23058 0.0 0.1 0.1
H -2.98595 -4.16724 0.64235 0.0 -0.1 0.0
H -0.68723 -7.79831 1.52691 0.1 0.0 -0.1
H 0.94970 -7.17062 1.24345 -0.1 0.0 0.0
H -0.15013 -7.41226 -0.12115 0.0 0.0 0.1
H 0.83961 -2.23576 -2.78243 -0.1 -0.1 0.0
H 0.37770 -2.70033 -5.15441 0.0 0.0 0.0
H -0.65999 -4.84634 -5.82677 0.0 0.0 0.0
H -1.22555 -6.53186 -4.10669 0.0 0.0 0.0
H -0.75711 -6.08882 -1.73419 0.0 0.1 -0.1
H 2.83258 -2.61344 -1.67058 0.0 0.0 0.1
H 5.24063 -2.52517 -1.23427 -0.1 0.0 0.1
H 6.16510 -3.50874 0.84943 -0.1 0.0 0.0
H 4.66058 -4.65139 2.44759 0.0 0.0 0.0
H 2.23543 -4.75692 2.00799 0.0 0.0 0.0
C -0.57953 1.36614 6.24185 0.0 0.0 0.0
C -0.49838 1.74004 4.76194 -0.1 -0.1 0.0
P -0.58600 0.35435 3.54034 0.1 -0.1 0.3
C 0.67214 -0.80975 4.25584 0.1 0.0 -0.3
C 1.30125 -1.74650 3.21581 -0.1 0.0 0.1
C -2.18077 -0.44234 4.02695 0.0 -0.1 -0.2
C -2.68500 -1.47180 3.00473 0.1 0.0 0.1
H -0.53839 2.26616 6.85995 0.0 0.0 0.0
H 0.25179 0.72499 6.54393 -0.1 0.0 0.0
H -1.51004 0.84668 6.48248 0.0 0.0 0.0
H 0.43314 2.27411 4.55618 -0.1 0.0 0.0
H -1.30390 2.43183 4.50528 0.0 0.0 0.0
H 0.22173 -1.38178 5.06916 0.0 0.0 0.1
H 1.45403 -0.18229 4.69566 0.0 0.0 0.0
H 0.56953 -2.45682 2.82147 0.0 0.0 0.0
H 2.12034 -2.32329 3.65063 0.0 0.0 0.0
H 1.72502 -1.20009 2.36616 0.0 0.0 0.1
H -2.91143 0.36353 4.14874 0.0 0.0 0.0
H -2.05176 -0.91382 5.00148 0.0 0.0 0.1
H -2.94309 -0.99953 2.05662 0.0 0.0 0.0
H -3.57334 -1.99247 3.37452 0.1 0.0 0.0
H -1.92556 -2.23140 2.79168 0.0 0.1 0.0
C -0.27842 -1.87617 -0.11199 -0.2 0.3 0.1
H -1.21591 -1.84663 -0.67954 0.2 0.0 0.1
H 0.45686 -1.21104 -0.58009 -0.1 -0.1 0.1
H -0.47774 -1.54590 0.91502 0.0 -0.1 -0.2
```
Forces are in eV/Å.

The multiplicity is 2. Its orbital gap (spin up / spin down) is 3.81 / 7.55 eV. The calculation puts the energy above the lowest of the compared OMol25 structures with the same formula, charge and spin at 0.218 eV. The calculated total energy comes out at -230812.7055 eV. As for the expectation value of S²: 0.7669.